Computed, not measured: C33H45N3O3PS2TeZr as an isolated structure, with the ωB97M-V functional and the def2-TZVPD basis.

Element x y z (Å)
Zr  0.219  1.286  -0.108
C  -3.658  4.676  -0.585
C  -2.573  4.978  0.418
O  -2.220  3.728  1.074
P  -0.814  3.538  1.765
S  -0.785  1.624  2.362
S  0.690  3.821  0.479
O  -0.851  4.600  2.927
C  0.338  5.095  3.602
C  0.799  4.138  4.677
H  -3.950  5.597  -1.091
H  -4.533  4.258  -0.090
H  -3.294  3.968  -1.330
H  -2.905  5.671  1.190
H  -1.684  5.381  -0.072
H  0.032  6.050  4.021
H  1.115  5.268  2.857
H  0.007  3.967  5.405
H  1.658  4.569  5.193
H  1.096  3.180  4.249
C  1.593  -6.017  2.585
C  1.046  -4.946  1.684
C  1.376  -4.903  0.336
C  0.868  -3.927  -0.512
C  1.262  -3.941  -1.970
C  0.005  -2.960  0.022
Te  -0.702  -1.423  -1.267
N  1.404  1.653  -1.728
C  0.309  1.781  -2.414
O  -0.866  1.762  -1.723
C  0.212  1.867  -3.881
C  -1.031  1.852  -4.509
C  -1.104  1.916  -5.891
C  0.061  2.003  -6.643
C  1.301  2.024  -6.015
C  1.379  1.955  -4.636
C  -2.781  -1.840  -1.079
C  -3.137  -3.090  -1.575
C  -4.455  -3.510  -1.535
C  -5.419  -2.666  -1.008
C  -5.058  -1.421  -0.519
C  -3.737  -0.978  -0.537
C  -3.413  0.376  0.032
C  -0.345  -2.976  1.379
C  -1.286  -1.972  1.991
C  0.185  -3.976  2.185
H  2.260  -6.687  2.045
H  0.783  -6.612  3.009
H  2.146  -5.581  3.418
H  2.043  -5.655  -0.070
H  1.928  -4.776  -2.178
H  1.778  -3.022  -2.257
H  0.386  -4.034  -2.613
H  -1.932  1.791  -3.915
H  -2.069  1.902  -6.379
H  -0.001  2.058  -7.722
H  2.205  2.097  -6.604
H  2.330  1.973  -4.121
H  -2.376  -3.741  -1.990
H  -4.724  -4.486  -1.917
H  -6.455  -2.978  -0.974
H  -5.817  -0.772  -0.100
H  -4.262  0.762  0.593
H  -3.169  1.085  -0.758
H  -2.568  0.322  0.724
H  -0.963  -0.944  1.802
H  -1.343  -2.106  3.070
H  -2.293  -2.078  1.583
H  -0.087  -4.000  3.234
C  2.697  -0.764  -0.293
C  4.038  -1.366  0.194
N  4.375  -0.848  1.514
C  4.531  0.601  1.436
C  3.224  1.266  0.929
N  2.192  0.217  0.715
C  1.975  -0.512  1.997
C  3.304  -1.178  2.444
H  1.941  -1.548  -0.386
H  2.791  -0.243  -1.241
H  4.848  -1.115  -0.491
H  3.977  -2.454  0.253
H  5.365  0.824  0.771
H  4.792  0.969  2.429
H  3.363  1.791  -0.018
H  2.828  1.975  1.657
H  1.195  -1.261  1.835
H  1.619  0.203  2.738
H  3.201  -2.264  2.478
H  3.587  -0.841  3.441

Output
Kohn-Sham gap: 7.998 eV
LUMO: -3.04 eV
energy above the lowest of the compared OMol25 structures with the same formula, charge and spin: 0.000 eV
molar mass: 845.67 g mol⁻¹
electronic energy: -85097.228 eV
charge: +1
multiplicity: 1

Here are the Mulliken charges for atoms 1 to 6, given in e:
1 Zr -0.471
2 C -1.062
3 C -0.258
4 O -0.316
5 P 1.590
6 S -0.740